The following is a DFT calculation (wB97M-V/def2-TZVPD) of a gas-phase ion, C28H37F17NO3 (charge +1) at a distorted geometry.

The geometry in XYZ format:
```
86
Properties=species:S:1:pos:R:3:lowdin_charge:R:1
H -1.307 -5.746 1.799 0.1135
H -1.300 -3.466 -0.958 0.0913
H 0.273 -5.492 -0.392 0.1005
C 0.697 -4.842 -2.413 -0.1945
C 2.654 -0.592 -1.977 -0.1693
F -5.968 -0.044 0.310 0.1671
H -0.306 -2.002 1.908 0.0701
H 0.377 -5.194 -3.387 0.1103
C -0.216 4.723 0.581 -0.4172
C 0.937 -3.341 -2.395 -0.2171
C 2.560 1.707 -0.951 -0.0765
N 2.743 2.275 0.446 -0.1769
F -4.309 -1.327 -1.059 0.1675
F -6.614 0.874 -1.574 0.1591
H 0.161 2.639 0.070 0.1136
F -0.005 4.073 2.808 0.1423
H -2.667 -6.022 -0.091 0.1126
H -2.102 -4.568 -2.040 0.1213
F -1.078 5.176 -0.356 0.1487
C -2.964 3.130 0.732 -0.3341
H 1.387 -3.069 -3.350 0.1136
F -4.693 2.803 -1.337 0.1662
C -1.340 -1.935 2.252 -0.1164
C -1.932 3.162 1.883 -0.3183
F -3.525 0.856 0.983 0.1401
H -1.481 -1.018 2.817 0.0810
C 0.643 3.605 0.012 -0.0354
H -2.768 -4.692 3.211 0.1234
F -6.258 2.710 0.178 0.1726
F -3.515 4.348 0.598 0.1895
C 1.895 -1.459 -0.957 -0.2078
H 5.056 4.278 0.148 0.1310
C -4.450 -0.089 -1.566 -0.4911
C -5.139 2.107 -0.273 -0.3358
H 3.325 -1.234 -2.531 0.1183
F -2.271 2.799 -0.389 0.1429
F -1.622 5.477 2.314 0.1826
C -4.095 2.092 0.906 -0.3091
C -2.367 -4.991 0.049 -0.1853
H -3.244 -4.354 0.075 0.0950
H 1.639 -3.484 -0.385 0.1099
C -2.407 -4.022 2.443 -0.2191
C 1.743 0.641 2.156 0.2347
C -1.617 -4.795 1.385 -0.1616
H 3.952 0.091 -0.438 0.1155
H -0.595 -6.344 -1.613 0.1172
H 4.179 2.968 1.797 0.1544
H 4.691 3.201 -1.163 0.1270
C -0.260 -5.350 -1.326 -0.2037
F -2.549 3.158 3.085 0.1783
O -1.639 -3.026 3.090 -0.1742
H 1.535 1.405 -1.084 0.1279
H 2.772 2.526 -1.625 0.1353
H 2.004 3.787 1.703 0.1399
F -4.804 -0.182 -2.859 0.1802
C -5.554 0.686 -0.747 -0.3184
H 0.020 -2.769 -2.322 0.0951
O 6.729 1.493 -0.314 0.1244
C 4.190 2.443 0.853 -0.0669
O 7.353 3.537 0.243 0.1928
H -3.286 -3.560 1.990 0.1108
C 3.468 0.525 -1.307 -0.1570
C -0.966 4.383 1.889 -0.3366
H 2.622 4.384 0.189 0.1441
H 0.859 -1.139 -0.874 0.1079
H 2.918 -3.261 -1.548 0.1190
H 2.313 -1.351 0.039 0.0938
F -4.754 2.312 2.063 0.1738
H 1.662 -5.309 -2.229 0.1109
C 6.493 2.802 -0.067 -0.5312
H 1.349 0.045 2.942 0.0772
H 1.922 -0.149 -2.641 0.1185
C 2.032 3.599 0.640 -0.0613
H 4.635 1.479 1.046 0.1333
H 4.247 0.855 -1.987 0.1120
H 6.077 1.175 -0.948 0.0884
H -1.991 -1.907 1.381 0.0826
F 0.606 5.775 0.902 0.1251
H 0.756 3.833 -1.042 0.1443
F -3.262 0.541 -1.502 0.1503
C 5.046 3.236 -0.138 -0.0530
C 2.172 1.384 1.372 -0.1169
F -1.170 2.034 1.800 0.1258
C -1.514 -4.519 -1.124 -0.2253
C 1.910 -2.946 -1.293 -0.2042
H -0.701 -4.250 1.178 0.0902
```

The LUMO energy comes out at -0.0962 hartree. Its net charge is +1. Its spin multiplicity is 1. The calculation puts the energy at -3066.9725 a.u. Its SMILES is C#C[N@+](CCCCCCCCCCCCOC)(CCC(=O)O)CCC(F)(F)C(F)(F)C(F)(F)C(F)(F)C(F)(F)C(F)(F)C(F)(F)C(F)(F)F. The HOMO-LUMO gap is 9.16 eV. Its HOMO energy is -11.77 eV.

---

The following is a DFT calculation (wB97M-V/def2-TZVPD) of a molecular structure, C3H10N2O2.

The geometry in XYZ format:
```
17
Properties=species:S:1:pos:R:3:lowdin_charge:R:1
C 0.106 -1.610 -0.918 -0.1341
O 1.058 2.286 0.712 0.0643
C 0.065 -0.095 -0.733 -0.3181
H -1.257 1.585 -1.125 0.0695
H 0.887 0.409 -1.248 0.1011
H -0.123 -1.878 -1.959 0.0749
N 1.078 -0.047 1.777 0.1028
H 2.073 0.112 1.932 0.0730
H 0.605 -0.213 0.631 0.0749
H -0.640 -2.108 -0.291 0.0768
H -1.650 0.127 -2.039 0.0771
H 0.623 -0.379 2.627 0.0726
O -0.839 1.627 1.606 0.0606
H -2.029 0.223 -0.319 0.0761
H 1.084 -2.034 -0.675 0.0668
N 0.239 1.497 1.096 -0.4028
C -1.281 0.496 -1.073 -0.1354
```

The LUMO energy (alpha / beta) comes out at -0.0167 / -0.0434 hartree. The energy relative to the best compared isomer or geometry (same formula, charge and spin) is 192.4 kcal per mole. Its spin multiplicity is 1. The calculation puts the energy at -380.0301 a.u. The HOMO-LUMO gap (alpha / beta) is 7.98 / 6.68 eV. Its HOMO energy (alpha / beta) is -8.43 / -7.87 eV.

---

The following is a DFT calculation (wB97M-V/def2-TZVPD) of a molecular structure, C49H46ClF3I2N3O8P3S3Y at a distorted geometry.

The geometry in XYZ format:
```
119
Properties=species:S:1:pos:R:3:lowdin_charge:R:1
H 3.742 -1.958 2.379 0.0962
C 5.670 -1.213 -4.977 -0.3556
C 1.013 -0.449 3.678 -0.3368
F -7.070 -3.652 1.753 0.1028
H -2.480 1.114 -5.785 0.1444
C -1.985 0.026 -0.449 -0.6187
C 7.579 0.078 -5.792 -0.1442
H -0.718 7.167 1.313 0.1041
C 0.213 5.791 -0.158 -0.1131
H -0.453 1.730 1.828 0.0847
C 0.754 0.375 -3.040 -0.4341
H 0.896 -0.349 2.584 0.0983
C 0.391 4.504 -0.593 -0.1525
C 3.393 -3.803 -4.226 -0.1014
H -1.324 -3.378 7.877 0.0861
N -5.096 1.404 1.723 0.0443
H -8.311 1.697 0.842 0.1070
I -8.707 -0.063 8.869 -0.1084
H 0.355 6.604 -0.863 0.0849
H 0.214 1.554 -1.053 0.1162
C -7.318 1.983 1.209 -0.0682
H 1.124 -1.538 3.920 0.0971
H 0.797 -1.485 -0.816 0.1154
Y -3.123 -0.017 1.949 1.2960
P 3.820 -1.172 -4.710 1.0211
Cl 0.216 0.925 -6.982 0.5786
O -3.243 4.199 2.880 -0.0094
C -0.607 2.128 -3.082 -0.1714
H 4.534 -1.631 -1.990 0.0796
O -3.255 -0.352 -0.192 -0.2403
H -1.324 -2.102 9.186 0.0846
C -1.323 -1.355 7.199 -0.3322
H -0.747 -2.216 -4.725 0.0878
C 1.794 -1.280 -0.397 -0.0338
C -6.447 -3.714 2.956 -0.6302
C 4.086 -5.006 -2.265 -0.1128
H 1.461 -2.527 1.309 0.0928
C 6.625 -2.175 -4.595 -0.0789
C -2.453 0.508 -2.951 -0.1293
O -0.196 0.010 4.363 -0.3724
H 4.561 0.782 -0.766 0.0924
H 1.878 1.414 3.883 0.0834
F -7.256 -4.208 3.850 0.1545
C 3.390 -1.513 1.453 -0.1280
C -6.308 1.070 1.242 -0.1017
S -1.405 -2.343 3.090 0.2894
H -3.531 0.272 -2.783 0.1481
C -0.701 -1.288 -4.169 -0.0173
C 3.466 -5.021 -3.476 -0.0738
H 3.057 -5.931 -3.822 0.0831
C -1.703 1.032 -4.963 -0.2660
C -2.000 1.773 -3.672 -0.1730
H 2.279 0.389 5.290 0.0982
O -5.447 -2.106 4.831 -0.5147
S -5.996 -1.964 3.472 0.4738
O -4.958 -1.603 2.494 -0.4290
H -0.551 3.170 -2.707 0.1175
O -7.180 -1.148 3.343 -0.3126
C -1.610 0.348 -1.718 -0.1256
C -0.296 1.088 -1.969 -0.1458
S -2.946 0.158 4.760 0.3562
H -2.346 -1.129 7.387 0.0763
H -2.753 2.596 -3.740 0.1469
C -5.837 3.621 1.995 -0.0185
H 8.596 -2.729 -4.116 0.0840
F -5.313 -4.464 2.753 0.1021
C 2.186 -1.870 0.842 -0.0748
C -4.848 2.673 2.117 -0.1499
C -3.390 3.071 2.411 -0.5483
O -1.187 0.072 0.574 -0.2065
C -0.686 3.719 1.234 -0.2441
O -1.138 -1.902 5.880 -0.3469
H 0.236 -2.427 8.206 0.0742
P 2.398 0.798 -2.463 1.0463
H 4.102 -5.977 -1.728 0.1117
H 5.488 0.623 -6.222 0.1210
H -7.934 4.052 1.589 0.1046
C -0.474 6.130 1.020 -0.0489
H -1.429 5.126 2.651 0.0869
H 2.999 0.108 3.670 0.0416
H 9.539 -0.498 -5.117 0.0977
C 4.212 -0.585 0.785 -0.1244
H -2.716 -0.925 -4.659 0.1037
C -1.101 2.551 2.130 -0.1374
C 3.844 -2.656 -3.664 -0.4619
C 2.594 -0.291 -1.002 -0.3499
H 4.017 1.199 -4.067 0.0221
C 0.525 -0.939 -3.626 -0.0871
N -0.097 3.456 0.083 0.1322
C 4.471 -3.816 -1.672 -0.0756
H 6.169 -3.059 -4.136 0.0915
H 4.890 -3.832 -0.665 0.1085
H 5.172 -0.401 1.414 0.1217
C -7.121 3.324 1.540 -0.0464
H 1.372 -1.621 -3.549 0.0630
C 3.833 0.264 -3.540 -0.5192
H 1.240 2.310 -4.260 0.1098
H 4.695 0.151 -2.860 0.0326
C 8.470 -0.755 -5.171 -0.1308
C 8.029 -1.950 -4.572 -0.0675
P -1.419 -1.005 4.571 -0.2022
N -2.529 2.189 2.030 -0.0550
I -6.907 -1.325 7.170 0.2278
C 0.390 1.618 -4.143 -0.2286
C -0.348 1.383 -5.375 -0.5754
C -0.909 4.990 1.723 -0.0346
C -0.873 -2.411 8.198 -0.0895
C 3.865 0.029 -0.402 -0.1679
H -6.423 0.052 1.115 0.0812
H 2.999 -3.794 -5.207 0.0843
C 4.315 -2.638 -2.351 -0.0944
C 2.107 0.387 4.176 -0.0895
C 6.212 -0.105 -5.710 -0.1236
C -1.902 -0.389 -4.218 -0.1309
H 7.993 1.046 -6.178 0.1111
H -5.630 4.616 2.357 0.1065
H -0.859 2.764 3.195 0.1287
H 0.780 4.227 -1.596 0.1009
H -0.812 -0.378 7.354 0.1230
```

The LUMO energy (alpha / beta) comes out at 0.0778 / 0.0778 hartree. Its expectation value of S² is 0.76. Its net charge is -2. The energy relative to the best compared isomer or geometry (same formula, charge and spin) is 151.4 kcal per mole. Its spin multiplicity is 2. The calculation puts the energy at -6273.3837 a.u. The HOMO-LUMO gap (alpha / beta) is 3.62 / 3.65 eV. Its HOMO energy (alpha / beta) is -1.50 / -1.54 eV.

---

The following is a DFT calculation (wB97M-V/def2-TZVPD) of C18H32N2 in the gas phase.

The geometry in XYZ format:
```
52
Properties=species:S:1:pos:R:3:lowdin_charge:R:1
H 0.531 1.285 -0.576 0.0977
H -0.666 -1.951 0.925 0.1047
C -1.994 1.006 0.893 -0.0836
H 4.845 0.002 -1.842 0.1208
H -5.067 -1.405 1.102 0.1397
H -1.981 -1.362 -1.626 0.1282
H 5.421 -0.998 -0.493 0.1156
H -4.313 0.629 2.305 0.1196
H -1.242 1.670 0.469 0.1047
H -2.851 2.260 -1.381 0.1198
C 5.653 0.961 1.397 -0.1103
H 6.109 1.844 1.839 0.0657
H -5.445 1.054 1.018 0.1191
C -4.318 -0.749 0.644 -0.2944
H 2.400 0.398 -1.889 0.1288
H -5.530 -0.319 -1.092 0.1192
N -0.544 -0.966 0.717 0.0432
H -2.761 -1.345 2.018 0.1277
H 6.252 0.093 1.662 0.0702
H -1.827 0.961 1.970 0.1269
H -2.839 -2.312 0.540 0.1250
H -3.472 2.567 1.003 0.1395
H -3.622 0.229 -2.583 0.1397
H 6.562 1.174 -0.549 0.1046
C 2.553 0.640 -0.818 -0.1899
H 2.947 1.656 -0.759 0.1142
C -3.596 1.605 -0.923 -0.1209
H -4.463 -1.713 -1.284 0.1189
C 1.709 -1.775 0.437 -0.1345
H 4.657 0.830 1.810 0.0636
C -3.473 0.195 -1.497 -0.2932
C -1.839 -0.409 0.313 -0.4486
C -4.533 -0.705 -0.867 -0.1229
C 3.023 -1.627 -0.321 -0.1995
H -4.584 2.013 -1.150 0.1190
H 2.873 -1.923 -1.378 0.1270
C 4.850 -0.099 -0.741 -0.2237
H 5.029 2.022 -0.364 0.0921
H 3.769 -2.298 0.114 0.1192
H -1.332 0.283 -1.679 0.1159
N 3.507 -0.266 -0.213 -0.1836
H 1.872 -1.527 1.486 0.1239
C -3.387 1.556 0.590 -0.2932
C 0.639 -0.833 -0.120 -0.3611
C -4.448 0.658 1.222 -0.1229
H 0.447 -1.116 -1.173 0.1405
C 1.212 0.584 -0.093 -0.1298
H 1.371 -2.812 0.373 0.1155
C 5.561 1.103 -0.116 -0.2464
C -2.924 -1.297 0.940 -0.0921
H 1.342 0.884 0.947 0.1274
C -2.078 -0.358 -1.204 -0.0870
```

The LUMO energy comes out at 0.0298 hartree. The energy relative to the best compared isomer or geometry (same formula, charge and spin) is 0.0 kcal per mole. Its spin multiplicity is 1. The calculation puts the energy at -814.6168 a.u. Its SMILES is CCCN1CCC(N[C@]23C[C@H]4C[C@H](C[C@H](C4)C2)C3)CC1. The HOMO-LUMO gap is 9.21 eV. Its HOMO energy is -8.40 eV.